Entry from OMol25: 5 unconnected molecules or ions with the total composition C45H101Br2N13O6P4 (the ωB97M-V functional and the def2-TZVPD basis).

Each atom is followed by the atoms it is bonded to, with distances in Å.
Positions of all 171 atoms, in Å:
1 C 5.281 -7.050 -0.195  C2 1.596, H27 1.127, H28 1.127, H29 1.118
2 C 4.601 -5.668 0.221  C1 1.596, C3 1.603, H30 1.124, H31 1.116
3 C 4.598 -4.737 -1.083  C2 1.603, C4 1.573, H32 1.119, H33 1.130
4 C 3.256 -3.935 -1.265  C3 1.573, C5 1.588, H34 1.125, H35 1.129
5 C 2.004 -4.841 -1.630  C4 1.588, C6 1.589, H36 1.120, H37 1.131
6 C 0.990 -4.161 -2.647  C5 1.589, C7 1.599, H38 1.128, H39 1.121
7 C -0.470 -3.921 -2.041  C6 1.599, C8 1.598, H40 1.118, H41 1.128
8 C -1.517 -4.996 -2.592  C7 1.598, C9 1.573, H42 1.119, H43 1.130
9 C -2.735 -4.383 -3.376  C8 1.573, C10 1.590, H44 1.119, H45 1.126
10 C -3.936 -3.827 -2.494  C9 1.590, C11 1.553, H46 1.131, H47 1.123
11 C -4.000 -4.347 -1.033  C10 1.553, C12 1.479, C21 1.457
12 C -4.312 -5.741 -0.651  C11 1.479, C13 1.570, C18 1.472
13 C -4.650 -6.798 -1.762  C12 1.570, Br14 1.988, C15 1.573, H48 1.122
14 Br -6.587 -7.243 -1.796  C13 1.988
15 C -3.713 -8.061 -1.727  C13 1.573, C16 1.570, Br17 2.007, H49 1.121
16 C -4.169 -9.208 -0.756  C15 1.570, H50 1.124, H51 1.116, H52 1.128
17 Br -3.795 -8.866 -3.564  C15 2.007
18 C -4.328 -6.090 0.779  C12 1.472, C19 1.471, H53 1.117
19 C -4.019 -5.125 1.845  C18 1.471, C20 1.449, H54 1.110
20 C -3.730 -3.754 1.479  C19 1.449, C21 1.479, C25 1.561
21 C -3.742 -3.399 0.044  C11 1.457, C20 1.479, C22 1.563
22 C -3.432 -1.868 0.011  C21 1.563, O23 1.193, N24 1.472
23 O -3.066 -1.181 -0.894  C22 1.193
24 N -3.679 -1.403 1.386  C22 1.472, C25 1.472, H55 1.035
25 C -3.407 -2.491 2.339  C20 1.561, N24 1.472, O26 1.188
26 O -3.066 -2.377 3.471  C25 1.188
27 H 4.531 -7.752 -0.659  C1 1.127
28 H 5.617 -7.567 0.748  C1 1.127
29 H 6.132 -6.899 -0.905  C1 1.118
30 H 3.537 -5.819 0.547  C2 1.124
31 H 5.232 -5.196 1.012  C2 1.116
32 H 4.897 -5.361 -1.963  C3 1.119
33 H 5.438 -3.998 -0.922  C3 1.130
34 H 3.431 -3.161 -2.062  C4 1.125
35 H 3.031 -3.407 -0.292  C4 1.129
36 H 1.523 -5.186 -0.680  C5 1.120
37 H 2.438 -5.759 -2.129  C5 1.131
38 H 1.468 -3.189 -2.961  C6 1.128
39 H 0.977 -4.801 -3.567  C6 1.121
40 H -0.775 -2.867 -2.255  C7 1.118
41 H -0.350 -4.030 -0.925  C7 1.128
42 H -1.794 -5.727 -1.792  C8 1.119
43 H -0.927 -5.585 -3.354  C8 1.130
44 H -3.148 -5.192 -4.029  C9 1.119
45 H -2.362 -3.514 -3.989  C9 1.126
46 H -4.886 -4.147 -3.018  C10 1.131
47 H -3.989 -2.705 -2.474  C10 1.123
48 H -4.456 -6.285 -2.741  C13 1.122
49 H -2.633 -7.793 -1.592  C15 1.121
50 H -5.188 -9.600 -1.022  C16 1.124
51 H -4.100 -8.947 0.328  C16 1.116
52 H -3.475 -10.084 -0.909  C16 1.128
53 H -4.567 -7.120 1.139  C18 1.117
54 H -4.015 -5.442 2.909  C19 1.110
55 H -4.713 -1.388 1.367  N24 1.035
56 C -3.988 5.671 0.396  N57 1.453, H67 1.095, H68 1.096, H69 1.089
57 N -3.163 4.510 0.109  C56 1.453, C58 1.460, P59 1.728
58 C -2.889 4.466 -1.324  N57 1.460, H70 1.096, H71 1.096, H72 1.094
59 P -1.764 4.137 1.052  N57 1.728, O60 1.531, N61 1.711, N64 1.790
60 O -1.042 5.452 0.744  P59 1.531
61 N -1.944 4.416 2.730  P59 1.711, C62 1.445, C63 1.462
62 C -3.191 4.633 3.427  N61 1.445, H73 1.096, H74 1.096, H75 1.091
63 C -0.881 5.171 3.389  N61 1.462, H76 1.098, H77 1.090, H78 1.094
64 N -2.459 2.520 1.378  P59 1.790, C65 1.466, C66 1.456
65 C -1.460 1.472 1.148  N64 1.466, H79 1.095, H80 1.092, H81 1.096
66 C -3.755 2.040 0.924  N64 1.456, H82 1.096, H83 1.089, H84 1.093
67 H -4.837 5.714 -0.295  C56 1.095
68 H -3.433 6.612 0.322  C56 1.096
69 H -4.442 5.604 1.384  C56 1.089
70 H -2.364 3.539 -1.583  C58 1.096
71 H -2.266 5.309 -1.644  C58 1.096
72 H -3.817 4.474 -1.904  C58 1.094
73 H -3.512 5.680 3.371  C62 1.096
74 H -3.087 4.377 4.488  C62 1.096
75 H -3.996 3.998 3.055  C62 1.091
76 H -1.000 6.253 3.242  C63 1.098
77 H 0.095 4.878 3.001  C63 1.090
78 H -0.866 4.964 4.463  C63 1.094
79 H -1.275 1.327 0.078  C65 1.095
80 H -1.771 0.521 1.586  C65 1.092
81 H -0.510 1.744 1.623  C65 1.096
82 H -3.789 1.883 -0.160  C66 1.096
83 H -4.564 2.712 1.208  C66 1.089
84 H -3.988 1.085 1.402  C66 1.093
85 C 3.881 0.113 2.436  N86 1.453, H96 1.095, H97 1.094, H98 1.089
86 N 2.746 -0.644 2.937  C85 1.453, C87 1.459, P88 1.725
87 C 1.731 -0.728 1.893  N86 1.459, H99 1.097, H100 1.097, H101 1.093
88 P 2.952 -2.149 3.753  N86 1.725, O89 1.527, N90 1.710, N93 1.791
89 O 3.630 -2.831 2.566  P88 1.527
90 N 4.298 -2.204 4.805  P88 1.710, C91 1.445, C92 1.462
91 C 5.053 -1.068 5.281  N90 1.445, H102 1.096, H103 1.096, H104 1.091
92 C 5.185 -3.360 4.678  N90 1.462, H105 1.098, H106 1.090, H107 1.093
93 N 2.050 -1.478 5.146  P88 1.791, C94 1.471, C95 1.457
94 C 1.017 -2.423 5.598  N93 1.471, H108 1.095, H109 1.093, H110 1.096
95 C 1.531 -0.121 5.252  N93 1.457, H111 1.095, H112 1.089, H113 1.096
96 H 3.544 1.047 1.975  C85 1.095
97 H 4.468 -0.445 1.701  C85 1.094
98 H 4.538 0.431 3.245  C85 1.089
99 H 0.821 -1.201 2.282  C87 1.097
100 H 2.081 -1.320 1.039  C87 1.097
101 H 1.442 0.264 1.536  C87 1.093
102 H 5.818 -0.758 4.559  C91 1.096
103 H 5.564 -1.312 6.219  C91 1.096
104 H 4.421 -0.209 5.512  C91 1.091
105 H 5.894 -3.237 3.849  C92 1.098
106 H 4.608 -4.268 4.505  C92 1.090
107 H 5.750 -3.519 5.601  C92 1.093
108 H 0.176 -2.460 4.898  C94 1.095
109 H 0.640 -2.158 6.589  C94 1.093
110 H 1.437 -3.432 5.677  C94 1.096
111 H 0.695 0.067 4.569  C95 1.095
112 H 2.302 0.627 5.078  C95 1.089
113 H 1.172 0.056 6.273  C95 1.096
114 C 7.148 0.759 1.258  N115 1.454, H125 1.095, H126 1.093, H127 1.089
115 N 8.411 0.049 1.378  C114 1.454, C116 1.460, P117 1.728
116 C 8.365 -0.808 2.560  N115 1.460, H128 1.097, H129 1.096, H130 1.094
117 P 9.130 -0.747 0.024  N115 1.728, O118 1.531, N119 1.710, N122 1.791
118 O 7.952 -1.694 -0.216  P117 1.531
119 N 8.988 0.099 -1.454  P117 1.710, C120 1.446, C121 1.462
120 C 8.609 1.486 -1.609  N119 1.446, H131 1.096, H132 1.096, H133 1.091
121 C 8.515 -0.665 -2.607  N119 1.462, H134 1.098, H135 1.090, H136 1.093
122 N 10.612 0.224 0.289  P117 1.791, C123 1.471, C124 1.457
123 C 11.805 -0.636 0.263  N122 1.471, H137 1.095, H138 1.093, H139 1.095
124 C 10.788 1.250 1.307  N122 1.457, H140 1.096, H141 1.088, H142 1.096
125 H 6.873 1.216 2.214  C114 1.095
126 H 6.329 0.109 0.937  C114 1.093
127 H 7.225 1.598 0.567  C114 1.089
128 H 9.345 -1.270 2.733  C116 1.097
129 H 7.628 -1.613 2.450  C116 1.096
130 H 8.125 -0.230 3.456  C116 1.094
131 H 7.520 1.612 -1.603  C120 1.096
132 H 8.982 1.882 -2.560  C120 1.096
133 H 9.041 2.128 -0.839  C120 1.091
134 H 7.421 -0.762 -2.608  C121 1.098
135 H 8.948 -1.666 -2.607  C121 1.090
136 H 8.825 -0.190 -3.542  C121 1.093
137 H 11.878 -1.245 1.171  C123 1.095
138 H 12.719 -0.046 0.159  C123 1.093
139 H 11.764 -1.313 -0.597  C123 1.095
140 H 10.828 0.837 2.321  C124 1.096
141 H 10.006 2.006 1.266  C124 1.088
142 H 11.727 1.787 1.129  C124 1.096
143 C -8.819 8.922 -4.598  N144 1.455, H154 1.094, H155 1.095, H156 1.089
144 N -8.910 7.492 -4.351  C143 1.455, C145 1.460, P146 1.728
145 C -10.029 6.946 -5.114  N144 1.460, H157 1.096, H158 1.096, H159 1.093
146 P -7.516 6.473 -4.423  N144 1.728, O147 1.530, N148 1.709, N151 1.792
147 O -7.194 6.790 -5.885  P146 1.530
148 N -6.097 7.165 -3.768  P146 1.709, C149 1.446, C150 1.463
149 C -6.030 8.343 -2.931  N148 1.446, H160 1.096, H161 1.096, H162 1.091
150 C -4.886 7.083 -4.585  N148 1.463, H163 1.098, H164 1.090, H165 1.093
151 N -7.868 5.936 -2.751  P146 1.792, C152 1.471, C153 1.457
152 C -7.802 4.470 -2.654  N151 1.471, H166 1.095, H167 1.093, H168 1.096
153 C -8.957 6.418 -1.911  N151 1.457, H169 1.096, H170 1.088, H171 1.096
154 H -9.802 9.389 -4.479  C143 1.094
155 H -8.443 9.157 -5.600  C143 1.095
156 H -8.188 9.415 -3.860  C143 1.089
157 H -10.185 5.891 -4.858  C145 1.096
158 H -9.854 7.009 -6.194  C145 1.096
159 H -10.959 7.469 -4.877  C145 1.093
160 H -6.025 9.264 -3.525  C149 1.096
161 H -5.115 8.335 -2.329  C149 1.096
162 H -6.847 8.397 -2.210  C149 1.091
163 H -4.863 7.869 -5.351  C150 1.098
164 H -4.824 6.116 -5.082  C150 1.090
165 H -3.989 7.173 -3.967  C150 1.093
166 H -8.668 3.999 -3.133  C152 1.095
167 H -7.752 4.141 -1.613  C152 1.093
168 H -6.897 4.100 -3.148  C152 1.096
169 H -9.941 6.094 -2.267  C153 1.096
170 H -8.955 7.503 -1.823  C153 1.088
171 H -8.829 6.039 -0.891  C153 1.096

Results
Net charge ... 0
Frontier orbital gap ... 6.92 eV
SMILES ... CCCCCCCCCCc1c([C@H](Br)[C@@H](C)Br)ccc2c1C(=O)NC2=O.CN(C)P(=O)(N(C)C)N(C)C.CN(C)P(=O)(N(C)C)N(C)C.CN(C)P(=O)(N(C)C)N(C)C.CN(C)P(=O)(N(C)C)N(C)C

Results of the Mulliken charge analysis, in e, for atoms 1 through 5:
1. C -1.267
2. C 0.018
3. C -0.795
4. C -0.142
5. C -0.499